C12H22ClI2N2P2V | ωB97M-V/def2-TZVPD

Calculated values
2S+1: 3
Total charge: +2
E, Eh: -3261.6724

Element x y z (Å)
I 4.82 3.91 1.98
I 6.26 2.00 0.76
V 0.00 0.00 0.00
P 0.01 -1.25 1.95
C 1.38 -0.96 3.14
C -1.49 -1.02 2.98
H -1.48 -1.69 3.85
H -0.02 -3.60 2.62
H -2.36 -1.24 2.35
H -0.76 -3.32 1.01
H 1.38 0.09 3.45
H -1.55 0.01 3.31
C 0.07 -3.05 1.68
H 1.28 -1.60 4.02
H 1.01 -3.32 1.18
H 2.34 -1.16 2.65
P -0.26 1.10 -2.02
C 1.00 2.36 -2.48
C -0.29 -0.01 -3.47
H -2.66 1.31 -1.96
H -1.96 2.45 -3.16
H -1.87 2.81 -1.41
C -1.84 2.02 -2.16
H -1.06 -0.77 -3.30
H -0.51 0.54 -4.39
H 0.77 2.81 -3.45
H 1.98 1.89 -2.52
H 0.67 -0.51 -3.56
H 1.02 3.14 -1.71
Cl -2.00 -1.18 -0.56
N -1.50 6.29 1.40
C -1.72 5.15 1.37
C -2.01 3.75 1.35
C -3.31 3.35 1.66
C -3.64 2.03 1.57
C -2.69 1.12 1.15
N -1.38 1.46 0.84
C -1.04 2.78 0.95
H -4.07 4.06 1.95
H -4.66 1.69 1.78
H -3.10 0.14 1.07
H -0.05 3.10 0.68